11
Properties=species:S:1:pos:R:3:forces:R:3:nbo_charge:R:1 method="wB97M-V/def2-TZVPD" e_lumo_ev="-0.71 / -0.94" e_above_lowest_kj_mol=299.0 total_energy_ev=-16550.9658 homo_ev="-8.113 / -8.011" fmax_ha_per_bohr=0.0815 spin_multiplicity=1
C 3.0840 -0.1370 -0.0553 3.104 -0.104 0.142 0.2021
C 1.8018 -0.5537 -0.0935 -3.775 -1.371 1.201 -0.7066
C -0.8411 -0.0741 -0.1911 0.039 -0.803 1.289 -0.4562
C -2.2214 0.6511 -0.0052 0.876 -3.307 -0.469 -0.6403
N 4.2327 0.0218 -0.0174 -0.363 0.333 -0.067 -0.3306
S 0.6270 0.6467 -0.0234 -0.506 -0.494 -0.774 0.7615
H 1.4588 -1.5924 0.2705 0.903 1.681 -0.904 0.2535
H -0.6905 -1.1800 -0.0260 -0.859 1.049 -0.692 0.2152
H -1.9104 1.5958 0.3818 -0.785 1.024 -0.031 0.2260
H -2.7996 0.0193 0.7932 0.834 1.448 -1.565 0.2341
H -2.7413 0.6024 -1.0337 0.531 0.544 1.870 0.2414